Entry 1:
The following is a DFT calculation (ωB97M-V/def2-TZVPD) of a 8-piece molecular cluster, H16O8 overall.

Element x y z (Å)
O  -0.2501  0.5723  -1.3598
H  0.0614  0.0992  -2.0645
H  -1.2320  0.4454  -1.5371
O  2.3959  0.8218  -0.3887
H  3.0704  1.1587  0.2246
H  1.5920  1.0482  0.0035
O  -3.0706  1.6876  -0.2639
H  -3.0650  2.0544  -1.2102
H  -2.6348  0.8707  -0.4272
O  3.0277  -2.3063  -0.6390
H  2.6216  -2.7786  -1.3454
H  3.8199  -2.8245  -0.4205
O  1.2570  3.7587  0.6765
H  1.5445  4.5261  1.1645
H  0.6834  3.2905  1.3406
O  1.0222  -0.9195  -0.5154
H  1.2417  -0.6599  0.3832
H  0.7454  -1.8305  -0.4730
O  -5.3241  -1.6161  0.0790
H  -4.9357  -1.3970  0.9441
H  -5.2883  -0.6833  -0.3442
O  0.5822  -1.7801  1.7896
H  1.5001  -1.7243  1.5681
H  0.6350  -1.8137  2.8153

Atomic forces in eV per Å
-5.5 3.4 0.8
2.1 -1.9 -2.5
1.7 0.6 0.4
3.6 0.8 0.0
-0.3 0.1 -0.5
-2.1 1.0 0.5
-0.6 1.6 -2.4
-0.2 -0.3 2.1
0.6 -1.3 0.4
1.7 -0.3 1.2
-0.5 -0.4 -0.9
-0.3 0.1 -0.2
-1.0 -1.1 1.0
0.2 0.5 0.1
0.7 0.6 -1.1
0.1 -2.3 0.0
-0.2 -0.2 -0.8
-0.3 -0.3 0.4
0.5 2.8 -0.5
-0.2 -0.4 -0.2
-0.2 -2.3 0.8
-0.7 -0.3 4.0
1.1 -0.4 -0.3
-0.4 0.0 -2.5

Output
SMILES	O.O.O.O.O.O.O.O
Kohn-Sham gap	9.2	eV
HOMO level	-8.8	eV
charge	0

=====

Entry 2:
The following is a DFT calculation (ωB97M-V/def2-TZVPD) of a 8-piece molecular cluster, H16O8 overall.

Element x y z (Å)
O  14.6129  -11.4348  12.4423
H  13.9339  -12.1061  12.3759
H  15.1510  -11.5595  11.6605
O  13.0374  -11.8839  8.7880
H  13.0354  -11.6871  7.8513
H  13.0131  -11.0267  9.2133
O  13.2595  -8.0113  8.3801
H  12.6495  -7.5600  8.9636
H  12.8470  -7.9628  7.5177
O  13.2116  -9.2305  11.3231
H  13.5216  -9.8783  11.9559
H  12.7046  -8.6086  11.8451
O  11.4820  -8.4888  13.1749
H  10.8215  -8.2131  12.5393
H  11.0030  -8.5674  13.9999
O  15.3240  -9.4382  14.2755
H  15.5222  -8.6428  13.7812
H  15.2994  -10.1310  13.6155
O  10.6238  -9.7977  10.2440
H  10.0804  -9.2438  9.6835
H  11.4158  -9.2818  10.3957
O  16.0351  -7.7631  11.7492
H  15.1598  -7.9079  11.3899
H  16.6276  -8.1301  11.0931

Atomic forces in eV per Å
0.0 0.0 0.0
-0.2 -0.3 0.1
0.2 0.0 -0.3
0.2 -0.4 0.1
0.0 0.0 -0.2
-0.1 0.4 0.2
0.2 -0.2 0.0
-0.1 0.1 0.2
-0.1 0.0 -0.3
0.3 0.6 -1.2
0.2 -0.4 0.4
0.1 0.0 0.6
-0.1 0.3 0.1
-0.4 -0.1 -0.2
0.0 0.0 0.3
-0.1 0.1 0.5
0.2 0.3 -0.2
-0.1 -0.3 -0.1
-0.5 0.1 0.0
-0.3 0.0 -0.2
0.7 -0.2 0.1
0.2 0.2 0.3
-0.5 -0.2 -0.2
0.2 -0.1 -0.1

Output
SMILES	O.O.O.O.O.O.O.O
Kohn-Sham gap	10.4	eV
HOMO level	-10.4	eV
charge	0

=====

Entry 3:
The following is a DFT calculation (ωB97M-V/def2-TZVPD) of a 8-piece molecular cluster, H16O8 overall.

Element x y z (Å)
O  0.8668  -1.8656  -2.7822
H  0.4495  -1.1820  -2.2570
H  1.8550  -1.8485  -2.4112
O  -1.2281  2.9799  1.0386
H  -1.6750  2.0142  1.2730
H  -0.4837  3.1586  1.7857
O  1.6132  -0.3152  0.9660
H  2.3915  -0.0770  1.1370
H  1.1669  0.2789  0.3119
O  2.1317  2.2116  -0.7130
H  1.2506  1.7887  -0.6434
H  1.9520  3.1129  -0.8187
O  -1.6768  -2.1060  1.4281
H  -2.5388  -1.8837  1.8434
H  -1.8381  -2.8839  0.9120
O  1.2650  -2.9014  2.2132
H  0.8482  -3.3285  1.3973
H  1.1797  -1.9379  2.0561
O  -1.9292  1.3907  -1.8525
H  -2.7705  1.5047  -1.4140
H  -1.6426  2.2760  -2.2994
O  0.0164  -0.0010  -0.5308
H  -0.3155  -0.7164  -0.0645
H  -0.8884  0.3309  -0.5757

Atomic forces in eV per Å
3.5 -0.3 1.0
-0.2 0.4 0.3
-3.3 -0.1 -1.3
0.8 -2.9 3.1
2.1 3.9 -0.6
-2.8 -1.0 -2.5
-8.8 -2.8 -1.3
10.0 3.1 2.2
1.0 -0.8 1.2
-0.4 -2.4 0.3
0.7 0.5 -0.2
-0.4 2.1 -0.2
-0.7 1.2 0.6
0.9 -0.3 -0.4
-0.2 -0.7 -0.4
-0.9 -0.6 -1.6
1.0 1.1 1.8
0.1 -0.6 -0.2
1.1 1.9 -1.3
-0.3 0.6 -0.2
-1.1 -2.4 1.5
-2.4 1.8 -2.6
0.4 -3.5 2.2
0.0 1.8 -1.4

Output
SMILES	O.O.O.O.O.O.O.O
Kohn-Sham gap	10.0	eV
HOMO level	-10.3	eV
charge	0

=====

Entry 4:
The following is a DFT calculation (ωB97M-V/def2-TZVPD) of H16O8 as an isolated structure.

Element x y z (Å)
O  -13.6687  -2.1633  -21.0118
H  -14.1049  -2.7214  -21.6556
H  -14.2605  -2.1570  -20.2595
O  -13.5043  -2.0809  -17.9634
H  -12.5560  -2.0541  -18.0907
H  -13.6543  -1.5686  -17.1688
O  -14.3319  0.1752  -18.7604
H  -14.9374  -0.0521  -19.4660
H  -14.2545  1.1281  -18.8081
O  -16.4107  -3.3500  -18.8740
H  -16.4268  -2.8854  -19.7107
H  -16.5654  -4.2659  -19.1050
O  -14.7440  -2.0748  -19.4499
H  -15.4583  -2.5204  -18.9943
H  -14.2231  -1.6796  -18.7508
O  -15.4619  -0.6099  -20.5529
H  -15.5390  0.3366  -20.4330
H  -16.3661  -0.9222  -20.5851
O  -14.1856  -0.4661  -16.9774
H  -14.1976  -0.1571  -17.8832
H  -15.1051  -0.6288  -16.7671
O  -12.3216  -0.0767  -18.3263
H  -11.7292  -0.4291  -18.9903
H  -13.1640  -0.4919  -18.5114

Atomic forces in eV per Å
7.5 -0.8 -9.9
0.4 -0.1 -0.6
1.5 -1.1 -3.6
7.2 -7.3 2.9
0.3 -0.6 -0.1
0.2 0.4 2.3
-5.0 9.6 -13.6
-0.3 -2.1 0.3
0.9 0.5 0.3
-4.1 -2.4 0.7
-1.0 -0.5 -0.9
0.1 -0.5 0.2
-11.3 -1.1 8.0
2.4 0.1 1.1
0.7 -0.1 -0.1
-2.7 3.7 -3.8
-1.4 1.4 -2.4
-0.4 0.1 0.0
-2.4 0.7 14.5
-0.6 -0.8 4.9
-0.3 0.1 0.6
4.9 0.8 0.2
0.4 0.2 -0.3
3.1 -0.2 -0.9

Output
Kohn-Sham gap	7.9	eV
HOMO level	-8.2	eV
charge	0

=====

Entry 5:
The following is a DFT calculation (ωB97M-V/def2-TZVPD) of a 8-piece molecular cluster, H16O8 overall.

Element x y z (Å)
O  0.1484  1.4978  -3.4225
H  0.8294  1.3508  -2.7215
H  0.7604  1.8468  -4.0305
O  1.0434  -0.3292  2.0205
H  1.9584  -0.0812  2.0515
H  0.9984  -1.2732  1.9945
O  -0.4256  0.6188  -0.1975
H  0.0364  0.4748  0.6475
H  0.0604  1.2198  -0.7145
O  -0.9936  -0.2162  3.8765
H  -0.2236  -0.0592  3.4145
H  -1.8136  0.0998  3.4595
O  -2.3656  -1.3432  -0.5805
H  -1.7086  -2.0442  -0.7475
H  -1.7656  -0.6132  -0.4335
O  -2.9626  -0.4912  2.2235
H  -2.5686  -0.7412  1.3935
H  -3.8726  -0.4122  2.0125
O  2.4114  1.3478  -1.7765
H  2.5804  2.2568  -1.5205
H  3.2534  0.9708  -1.5285
O  1.3594  -1.6802  -1.6695
H  1.8924  -1.5892  -2.4525
H  1.3674  -0.8112  -1.2975

Atomic forces in eV per Å
0.3 -0.6 2.1
-1.1 -0.3 -0.4
0.7 0.9 -2.0
-0.4 0.9 -0.2
0.7 0.0 0.1
0.0 -1.0 0.0
-0.9 -1.2 1.2
0.1 0.1 -0.3
0.8 1.2 -0.9
-2.5 -0.6 2.7
2.0 0.9 -1.8
0.8 -0.3 -0.3
0.4 -1.0 0.2
-0.6 0.1 0.0
0.3 1.0 -0.3
0.4 0.2 0.6
0.3 -0.4 -0.7
-1.4 0.2 -0.2
0.3 0.3 0.4
-0.4 0.6 -0.1
0.3 -0.8 -0.1
0.0 -0.8 0.1
0.2 -0.1 -0.6
-0.3 0.9 0.5

Output
SMILES	O.O.O.O.O.O.O.O
Kohn-Sham gap	9.5	eV
HOMO level	-10.0	eV
charge	0

=====

Entry 6:
The following is a DFT calculation (ωB97M-V/def2-TZVPD) of a 8-piece molecular cluster, H16O8 overall.

Element x y z (Å)
O  0.3996  -1.1145  0.4437
H  0.3617  -0.3036  0.9633
H  -0.0245  -0.8794  -0.3892
O  1.5926  2.5968  -2.6360
H  2.2744  2.4793  -3.3071
H  0.7764  2.3495  -3.0852
O  -0.1699  -2.3124  4.1661
H  -0.8226  -1.8256  3.6503
H  -0.6227  -3.1283  4.4074
O  -2.7108  -3.6307  -0.7696
H  -2.2535  -4.2994  -0.2475
H  -2.7372  -2.8596  -0.1918
O  -1.5988  1.4143  -2.9932
H  -0.6688  1.3921  -2.7411
H  -2.0628  1.1116  -2.2045
O  0.5268  3.6073  0.6860
H  1.0413  3.6663  -0.1269
H  -0.2995  4.0557  0.4736
O  -0.3737  0.9454  3.4927
H  -0.6347  0.3101  2.8164
H  -0.7208  0.5728  4.3110
O  2.4705  -1.5760  -2.3078
H  2.9057  -1.3502  -3.1377
H  2.3965  -0.7338  -1.8451

Atomic forces in eV per Å
-0.3 0.2 0.0
0.3 0.0 0.0
0.1 -0.2 0.0
-0.1 -0.2 0.0
0.0 0.1 0.1
0.2 0.3 -0.1
-0.2 0.0 0.0
0.1 -0.1 0.0
0.1 0.0 0.0
0.0 0.1 0.2
0.0 0.0 -0.1
0.0 -0.1 -0.1
0.2 0.0 0.1
-0.3 -0.3 0.1
0.0 0.0 -0.1
-0.1 0.0 -0.2
0.1 -0.1 0.0
0.1 0.0 0.1
-0.2 -0.1 -0.1
0.0 0.1 0.1
0.1 0.0 0.0
0.0 0.2 -0.2
0.0 -0.1 0.1
0.0 -0.1 0.1

Output
SMILES	O.O.O.O.O.O.O.O
Kohn-Sham gap	11.3	eV
HOMO level	-11.5	eV
charge	0

=====

Entry 7:
The following is a DFT calculation (ωB97M-V/def2-TZVPD) of a 8-piece molecular cluster, H16O8 overall.

Element x y z (Å)
O  -0.3114  -2.7670  -3.1602
H  0.3157  -2.1890  -2.7717
H  0.1446  -3.5810  -3.2686
O  -0.9042  -3.0033  -0.5907
H  -0.8014  -2.8176  -1.5288
H  -1.2474  -2.2025  -0.2170
O  1.7057  -0.3392  2.2776
H  1.0643  -0.4479  1.5465
H  2.4994  -0.2356  1.7631
O  -0.2891  2.5591  -0.1657
H  0.6170  2.5059  0.1532
H  -0.1019  2.7556  -1.0807
O  1.1427  -0.3296  -2.3317
H  1.6941  0.3658  -2.0092
H  0.9973  0.0009  -3.2040
O  -0.2967  -0.1260  0.3120
H  0.0245  -0.2942  -0.5738
H  -0.4128  0.8189  0.2978
O  -0.1502  3.9012  2.3080
H  -0.5843  3.5225  1.5523
H  0.3042  3.2342  2.8221
O  -1.7647  -0.2513  2.9581
H  -1.4922  -1.1392  2.7702
H  -2.1533  0.0591  2.1413

Atomic forces in eV per Å
-1.4 0.3 -0.9
1.2 1.1 0.5
0.6 -1.2 -0.2
0.2 -0.5 0.4
-0.3 -0.3 -0.2
-0.3 0.6 0.5
-0.5 0.0 -0.5
-0.3 0.0 0.6
0.9 0.0 0.1
0.5 0.0 -0.1
0.2 0.1 0.7
-0.6 0.2 -0.7
-0.3 -0.4 0.3
0.9 0.5 0.9
-0.6 -0.1 -1.3
0.0 -0.9 0.1
0.1 -0.4 -0.5
-0.4 0.8 0.1
0.3 1.0 0.5
-0.2 -0.5 -0.2
-0.2 -0.4 -0.1
-0.3 0.7 0.4
0.3 -0.7 -0.1
-0.1 0.0 -0.2

Output
SMILES	O.O.O.O.O.O.O.O
Kohn-Sham gap	10.1	eV
HOMO level	-10.8	eV
charge	0

=====

Entry 8:
The following is a DFT calculation (ωB97M-V/def2-TZVPD) of a 8-piece molecular cluster, H16O8 overall.

Element x y z (Å)
O  -0.4223  -2.3666  1.1350
H  -0.7647  -2.6843  0.2995
H  -0.2599  -1.4347  0.9892
O  -2.1804  1.4476  -1.3027
H  -2.7351  1.6473  -2.0568
H  -2.0429  2.2930  -0.8753
O  -0.1871  0.6659  0.3469
H  0.6876  0.5952  -0.0354
H  -0.7581  0.8644  -0.3953
O  2.0669  -0.3656  2.6335
H  1.1203  -0.4282  2.7607
H  2.3817  0.1087  3.4030
O  -1.3327  0.6533  2.7475
H  -0.9466  0.3662  1.9201
H  -1.5094  1.5853  2.6193
O  3.1590  0.9576  -1.7191
H  3.9947  0.9799  -2.1853
H  3.1525  1.7615  -1.1996
O  1.7346  -1.4099  -1.1615
H  2.3161  -0.6619  -1.2977
H  1.1558  -1.4058  -1.9238
O  -3.2229  -1.1723  -1.4288
H  -2.8658  -0.2843  -1.4446
H  -2.5412  -1.7122  -1.8289

Atomic forces in eV per Å
-0.1 -0.3 0.4
0.0 0.0 -0.1
0.1 0.3 -0.3
0.0 0.2 -0.2
-0.1 0.1 -0.4
-0.1 0.3 0.3
0.3 0.1 0.0
0.5 -0.3 0.1
-0.3 -0.2 -0.3
0.3 0.0 -0.3
-0.4 -0.1 0.1
0.0 0.1 0.2
-0.3 -0.2 0.9
0.1 0.1 -0.4
0.0 0.2 0.0
-0.1 0.1 -0.1
0.2 -0.1 -0.2
0.0 0.2 0.2
-0.4 -0.3 0.3
0.4 0.4 -0.1
-0.1 -0.1 -0.2
-0.3 -0.3 -0.1
0.1 0.1 0.3
0.1 -0.2 -0.1

Output
SMILES	O.O.O.O.O.O.O.O
Kohn-Sham gap	10.2	eV
HOMO level	-10.5	eV
charge	0

=====

Entry 9:
The following is a DFT calculation (ωB97M-V/def2-TZVPD) of a 8-piece molecular cluster, H16O8 overall.

Element x y z (Å)
O  1.7800  -1.7906  -0.3683
H  0.9020  -1.3826  -0.2103
H  1.5520  -2.6106  -0.7923
O  0.0190  2.3404  0.2437
H  0.6090  3.1064  0.1157
H  -0.0960  2.0774  1.1977
O  -0.3560  1.6684  2.7267
H  -1.0030  1.8334  3.4317
H  0.3570  1.2334  3.1587
O  -0.5090  -0.4276  0.0147
H  -0.4920  0.5004  0.0087
H  -1.1840  -0.6496  0.6707
O  1.4310  -0.2316  -2.8273
H  1.5710  -0.4676  -1.9403
H  1.3250  -1.0186  -3.4013
O  -2.5080  -0.5486  2.0807
H  -3.3720  -0.1166  2.0057
H  -2.2970  -0.5036  3.0077
O  -1.3780  -3.0436  -2.0133
H  -1.2370  -2.1426  -2.2443
H  -1.6380  -3.3606  -2.8783
O  2.5390  1.7504  -0.4373
H  1.6620  1.4784  -0.2703
H  2.3240  2.3064  -1.2783

Atomic forces in eV per Å
-0.2 0.5 0.2
0.2 0.0 0.2
0.0 -0.7 -0.3
-0.4 0.0 0.0
-0.5 -0.6 0.7
0.4 1.1 -0.9
-1.2 0.4 0.6
0.2 0.1 -0.5
1.1 -0.6 0.4
-0.4 -2.1 0.1
0.2 2.2 -0.4
0.0 -0.1 0.0
-0.7 0.6 -3.1
0.6 -1.2 1.9
0.2 0.6 1.1
-0.6 0.2 -0.4
0.3 -0.2 -0.1
0.2 -0.1 0.5
-0.1 -0.8 -0.2
0.4 1.6 0.4
-0.2 -0.7 -0.2
1.0 2.2 -2.9
-1.7 -0.9 0.8
1.1 -1.5 2.0

Output
SMILES	O.O.O.O.O.O.O.O
Kohn-Sham gap	10.2	eV
HOMO level	-10.4	eV
charge	0

=====

Entry 10:
The following is a DFT calculation (ωB97M-V/def2-TZVPD) of H16O8Pb as an isolated structure.

Element x y z (Å)
Pb  0.0381  -0.1462  -0.0672
O  2.0911  -1.0882  -0.6532
H  2.8071  -0.5442  -1.0212
H  2.5371  -1.9482  -0.6152
O  1.4741  1.7598  0.1628
H  1.9711  2.1318  0.9038
H  1.6281  2.3328  -0.5802
O  1.1571  -0.3742  2.0628
H  2.1241  -0.1772  2.0428
H  0.8401  -0.1772  2.9388
O  -1.1509  1.9398  -0.4922
H  -0.8609  2.8278  -0.7212
H  -1.9969  1.9128  -0.0372
O  -1.6819  0.0118  1.7768
H  -1.5589  0.7918  2.2708
H  -1.9489  -0.6722  2.3638
O  0.3921  0.4498  -2.4152
H  -0.3379  0.9088  -2.7602
H  1.1141  0.4638  -3.0622
O  -0.5899  -2.3872  0.5418
H  -0.3009  -2.7972  1.4078
H  -0.9239  -3.1222  0.0348
O  -1.9889  -0.5372  -1.1582
H  -1.9949  -0.7192  -2.0882
H  -2.8389  -0.8412  -0.8342

Atomic forces in eV per Å
-0.3 -0.1 0.3
2.5 -0.8 -0.7
-0.2 0.2 0.1
-0.4 -0.3 0.1
1.0 0.6 0.7
0.0 0.1 -0.1
0.3 0.6 -0.6
1.7 0.0 0.3
-0.9 -0.4 0.3
0.0 0.1 0.8
-0.1 0.3 -0.3
-0.5 0.3 0.3
-0.3 0.6 -0.2
-0.1 -0.4 -1.4
0.0 1.5 1.3
-0.6 -0.9 0.9
1.9 -0.7 -0.1
-1.5 1.2 -1.1
-0.4 0.0 -0.1
0.4 -1.5 2.2
-0.3 0.6 -1.3
-0.3 -0.6 -0.4
-1.4 -0.3 -0.2
-0.1 -0.2 -1.0
-0.4 -0.1 0.2

Output
Kohn-Sham gap	9.9	eV
HOMO level	-16.0	eV
charge	+2